# 1
This record from the Open Molecules 2025 dataset describes a structure of composition C10H32BN2O5V at a distorted geometry. The level of theory is ωB97M-V/def2-TZVPD.

```
51
Properties=species:S:1:pos:R:3:nbo_charge:R:1
O 0.245 -0.054 -0.396 -0.58
V 0.393 1.219 -1.337 1.37
B 2.679 1.497 -0.893 -0.71
H 3.857 1.508 -1.077 0.02
H 2.328 2.540 -1.327 0.02
H 2.215 0.657 -1.577 0.03
H 2.316 1.448 0.244 -0.03
C -0.058 4.273 -2.669 -0.20
O 0.094 2.928 -2.479 -0.86
H -0.800 4.507 -3.454 0.13
H -0.351 4.780 -1.726 0.10
H 0.873 4.766 -3.008 0.14
C 0.251 -1.297 -3.578 -0.19
O 0.064 -0.060 -3.045 -0.85
H 1.248 -1.422 -4.037 0.13
H 0.073 -2.111 -2.839 0.11
H -0.488 -1.543 -4.373 0.12
C 1.095 -2.921 -0.034 -0.62
C 1.318 -3.939 1.071 -0.07
C 1.002 -3.332 2.431 -0.08
O 1.232 -4.320 3.436 -0.55
C 0.819 -3.874 4.702 -0.24
N 0.471 -5.129 0.818 -0.83
H 1.298 -3.443 -0.977 0.22
H 1.770 -2.081 0.091 0.24
H 0.058 -2.637 -0.218 0.22
H 2.352 -4.290 1.075 0.18
H 0.017 -2.853 2.418 0.17
H 1.763 -2.562 2.638 0.17
H 0.826 -4.719 5.391 0.18
H -0.128 -3.332 4.708 0.17
H 1.599 -3.199 5.091 0.16
H 0.425 -5.624 1.706 0.35
H -0.487 -4.826 0.658 0.34
C -1.643 3.519 1.975 -0.62
C -1.319 2.360 1.037 -0.07
C -2.277 2.267 -0.128 -0.06
O -1.936 1.196 -0.997 -0.51
C -2.892 1.043 -2.024 -0.25
N 0.082 2.327 0.596 -0.79
H -1.047 3.502 2.881 0.22
H -2.719 3.537 2.165 0.21
H -1.489 4.431 1.385 0.20
H -1.391 1.425 1.610 0.20
H -2.185 3.212 -0.692 0.18
H -3.315 2.131 0.189 0.18
H -2.742 1.807 -2.798 0.19
H -3.922 1.120 -1.664 0.15
H -2.678 0.098 -2.518 0.23
H 0.777 2.219 1.325 0.41
H 0.327 3.252 0.223 0.38
```

For the HOMO energy (spin up / spin down), the calculation gives -4.16 / -4.24 eV. Its expectation value of S² is 0.77. The spin multiplicity is 2. The energy relative to the best compared isomer or geometry (same formula, charge and spin) is 0.00 kJ/mol. As for the HOMO-LUMO gap (spin up / spin down): 6.8 / 6.9 eV. As for the total charge: -1.

***

# 2
This record from the Open Molecules 2025 dataset describes a structure of composition C10H32NaO6. The level of theory is ωB97M-V/def2-TZVPD.

```
49
Properties=species:S:1:pos:R:3:nbo_charge:R:1
Na 18.605 15.232 24.983 0.91
C 15.202 17.325 27.646 -0.64
C 16.062 16.087 27.479 -0.07
O 17.375 16.427 26.978 -0.76
H 15.011 17.788 26.679 0.21
H 15.677 18.041 28.320 0.21
H 14.233 17.075 28.084 0.23
H 15.623 15.454 26.708 0.18
H 16.136 15.503 28.397 0.18
H 17.824 16.846 27.718 0.47
C 21.471 18.935 26.172 -0.64
C 20.205 18.222 25.739 -0.06
O 20.513 16.878 25.278 -0.76
H 22.157 19.040 25.331 0.21
H 21.940 18.370 26.977 0.22
H 21.242 19.929 26.556 0.23
H 19.701 18.752 24.929 0.17
H 19.534 18.097 26.584 0.17
H 21.213 16.997 24.629 0.47
C 14.656 15.368 23.825 -0.64
C 15.794 14.491 23.341 -0.07
O 16.544 13.968 24.448 -0.76
H 14.104 15.908 23.059 0.23
H 15.035 16.111 24.537 0.20
H 13.933 14.755 24.373 0.21
H 16.489 15.018 22.694 0.19
H 15.383 13.650 22.772 0.18
H 15.958 13.424 24.984 0.48
C 21.488 13.853 27.296 -0.64
C 19.988 13.924 27.533 -0.06
O 19.228 13.439 26.399 -0.77
H 21.849 12.826 27.299 0.21
H 21.992 14.370 28.119 0.22
H 21.752 14.393 26.389 0.22
H 19.695 14.963 27.664 0.17
H 19.708 13.338 28.409 0.18
H 19.472 12.522 26.238 0.48
C 19.208 13.358 22.171 -0.26
O 19.854 14.306 23.018 -0.76
H 19.783 12.433 22.068 0.18
H 18.236 13.113 22.593 0.19
H 19.047 13.745 21.160 0.18
H 20.510 14.774 22.496 0.48
C 18.161 17.765 22.316 -0.25
O 17.697 17.192 23.541 -0.76
H 19.130 17.316 22.102 0.18
H 17.481 17.555 21.490 0.18
H 18.319 18.841 22.411 0.18
H 16.842 17.574 23.761 0.48
```

For the HOMO energy, the calculation gives -13.47 eV. The energy relative to the best compared isomer or geometry (same formula, charge and spin) is 0.00 kJ/mol. As for the HOMO-LUMO gap: 11.2 eV. As for the total charge: +1.

***

# 3
This record from the Open Molecules 2025 dataset describes a cluster of 6 separate species, C10H32O10S2 in total at a distorted geometry. The level of theory is ωB97M-V/def2-TZVPD.

```
54
Properties=species:S:1:pos:R:3:nbo_charge:R:1
C 5.170 -10.065 -14.633 -0.61
C 5.054 -10.541 -16.096 -0.07
O 4.944 -9.424 -16.873 -0.70
S 4.688 -9.598 -18.516 2.27
C 2.900 -10.033 -18.504 -0.85
O 4.766 -8.214 -18.995 -0.89
O 5.527 -10.758 -18.992 -0.93
H 5.504 -10.923 -14.048 0.21
H 4.221 -9.723 -14.221 0.21
H 5.954 -9.309 -14.582 0.22
H 5.930 -11.157 -16.298 0.18
H 4.147 -11.138 -16.197 0.16
H 2.599 -9.273 -17.784 0.25
H 2.736 -11.088 -18.283 0.27
H 2.530 -9.794 -19.501 0.26
C 5.913 -11.052 -23.692 -0.65
C 6.822 -11.871 -22.786 -0.10
O 6.055 -12.852 -22.142 -0.71
S 5.717 -14.284 -22.988 2.28
C 7.231 -15.128 -22.423 -0.88
O 4.513 -14.801 -22.319 -0.89
O 5.905 -14.132 -24.454 -0.90
H 6.442 -10.258 -24.219 0.21
H 5.006 -10.788 -23.148 0.22
H 5.855 -11.795 -24.487 0.23
H 7.636 -12.200 -23.432 0.17
H 7.270 -11.208 -22.046 0.22
H 8.025 -14.756 -23.071 0.24
H 6.972 -16.174 -22.588 0.24
H 7.329 -14.998 -21.345 0.30
C 9.149 -11.088 -19.493 -0.29
O 8.208 -11.348 -20.555 -0.72
H 9.425 -11.998 -18.961 0.18
H 10.091 -10.573 -19.681 0.19
H 8.807 -10.540 -18.615 0.20
H 8.746 -11.341 -21.350 0.48
C 6.028 -13.021 -19.580 -0.25
O 7.168 -13.667 -20.139 -0.79
H 5.312 -13.702 -19.120 0.14
H 6.324 -12.268 -18.851 0.21
H 5.476 -12.552 -20.395 0.20
H 7.729 -13.067 -20.635 0.49
C 6.338 -16.701 -18.769 -0.26
O 5.271 -15.768 -18.891 -0.76
H 7.377 -16.376 -18.801 0.18
H 6.268 -17.420 -17.953 0.18
H 6.253 -17.366 -19.629 0.16
H 5.456 -14.909 -19.278 0.48
C 3.362 -13.989 -19.623 -0.28
O 2.516 -13.613 -18.534 -0.75
H 4.036 -13.137 -19.720 0.16
H 4.021 -14.811 -19.344 0.20
H 2.945 -14.186 -20.610 0.20
H 3.003 -13.747 -17.717 0.46
```

As for the structure (SMILES): CCOS(C)(=O)=O.CCOS(C)(=O)=O.CO.CO.CO.CO. For the HOMO energy, the calculation gives -9.30 eV. As for the HOMO-LUMO gap: 9.6 eV.

***

# 4
This record from the Open Molecules 2025 dataset describes a cluster of 8 separate species, C10H33F3N12O9 in total at a distorted geometry. The level of theory is ωB97M-V/def2-TZVPD.

```
67
Properties=species:S:1:pos:R:3:nbo_charge:R:1
O -0.695 -0.790 -0.642 -0.77
H 0.205 -0.964 -0.930 0.56
H -0.691 0.156 -0.479 0.56
H -0.870 -1.246 0.184 0.55
C -0.012 2.665 1.384 0.29
O 0.124 2.057 2.729 -0.58
O 0.371 1.560 0.480 -0.97
C -1.335 3.411 1.023 0.92
F -1.983 3.829 2.097 -0.34
F -1.055 4.528 0.385 -0.33
F -2.161 2.616 0.311 -0.32
C 0.372 2.975 3.809 -0.07
C 0.996 2.245 5.046 -0.65
H 0.283 2.068 5.850 0.20
H 1.551 1.393 4.651 0.22
H 1.677 2.882 5.610 0.20
H -0.592 3.352 4.149 0.17
H 1.076 3.793 3.655 0.17
H 0.789 3.398 1.287 0.13
C 2.318 -2.714 0.092 0.69
O 1.541 -1.959 -0.531 -0.82
N 3.047 -3.664 -0.321 -0.84
N 2.213 -2.654 1.366 -0.87
H 3.040 -3.656 -1.330 0.40
H 3.526 -4.346 0.250 0.37
H 1.285 -2.338 1.608 0.40
H 2.844 -3.255 1.876 0.29
C 0.660 1.960 -3.591 0.73
O -0.102 0.968 -3.529 -0.70
N 0.981 2.561 -2.477 -0.82
N 1.300 2.340 -4.683 -0.86
H 0.641 2.221 -1.588 0.47
H 1.685 3.283 -2.526 0.37
H 1.871 3.171 -4.745 0.40
H 1.016 1.763 -5.462 0.42
C 4.070 0.039 -2.450 0.75
O 4.815 -0.602 -1.755 -0.68
N 2.778 -0.212 -2.540 -0.85
N 4.288 0.993 -3.255 -0.83
H 2.204 0.490 -2.985 0.38
H 2.485 -0.803 -1.775 0.43
H 5.128 1.489 -2.991 0.39
H 3.553 1.379 -3.830 0.39
C -2.627 -2.255 -3.555 0.74
O -2.663 -2.001 -2.383 -0.64
N -3.303 -1.633 -4.441 -0.81
N -1.820 -3.093 -4.123 -0.83
H -3.550 -2.046 -5.328 0.37
H -3.943 -0.879 -4.236 0.40
H -1.759 -3.344 -5.100 0.38
H -0.998 -3.401 -3.624 0.40
C -4.316 -0.048 1.736 0.73
O -5.245 0.706 1.478 -0.72
N -3.201 0.378 2.197 -0.82
N -4.151 -1.224 1.343 -0.81
H -2.553 -0.269 2.622 0.38
H -3.018 1.368 2.277 0.40
H -4.860 -1.624 0.746 0.39
H -3.246 -1.654 1.468 0.42
C -0.756 -1.860 2.715 0.67
O -1.342 -1.717 1.686 -0.77
N -0.571 -2.969 3.297 -1.00
N -0.271 -0.894 3.449 -0.85
H -0.868 -3.792 2.792 0.38
H -0.271 -2.988 4.261 0.30
H -0.240 0.052 3.098 0.44
H 0.333 -1.196 4.199 0.35
```

For the HOMO energy (spin up / spin down), the calculation gives 0.13 / -5.56 eV. Its expectation value of S² is 0.75. The spin multiplicity is 2. As for the HOMO-LUMO gap (spin up / spin down): 2.1 / 7.7 eV. As for the total charge: -1.